A structure of composition C19H28F12Na4O27S4 at a distorted geometry, computed with ωB97M-V with the def2-TZVPD basis set.

Structure (ORCA input):
```
! wB97M-V def2-TZVPD RIJCOSX def2/J DEFGRID3
* xyz 0 1
S 3.3945 3.9278 -0.0633
S -0.2140 2.7977 2.4167
S 3.7671 -0.2552 1.3187
S 1.0420 3.3992 -2.9563
Na 4.1162 1.3010 -2.1781
Na -0.0348 4.7315 -0.1529
Na 3.1366 1.8284 4.1154
Na 1.0992 0.8842 -0.0315
F 2.9033 3.8924 2.6872
F -2.8965 2.7487 2.9761
F 4.8502 3.2126 2.0773
F 4.3352 5.4612 1.8904
F -1.6750 0.9152 3.3974
F 4.6556 -2.4796 2.4070
F -0.7059 2.1073 -4.6992
F 4.1480 -2.8264 0.3983
F 0.8066 3.3131 -5.7662
F -1.5891 2.6549 4.7509
F 6.0182 -1.7748 0.7953
F -0.7496 4.3051 -4.7674
O 4.6005 3.8002 -0.8667
O -0.3335 4.2656 2.4855
O 4.1310 0.4191 0.0590
O 0.4453 -1.9775 5.3195
O -2.8278 -1.5341 0.6023
O 1.9711 -0.4813 -1.9626
O 4.1694 0.5112 2.5078
O -0.8179 -0.7033 0.1042
O -3.1571 -3.7827 -1.5365
O 0.4026 -2.3557 7.4445
O 3.7189 -1.1169 -3.2236
O 1.3975 4.8031 -2.7579
O 0.8480 -4.1027 5.9547
O -0.3429 2.3012 1.0292
O -4.2150 4.0275 -3.2217
O -1.6881 -2.8707 -2.7812
O 0.9331 2.2151 3.0638
O 2.2452 2.5854 -3.0802
O -3.7710 -2.2905 -3.2433
O -1.1073 -2.9300 0.7014
O -5.7054 3.0942 -1.7382
O 2.5824 2.6915 -0.0543
O 2.6107 5.1308 -0.3124
O 2.3131 -2.6936 -2.5957
O 0.1865 2.8415 -1.9313
O 2.3208 -0.4809 1.3510
O -3.8326 2.1113 -2.0361
C -2.6127 1.7295 -2.7419
C -3.4468 -0.4250 0.0065
C 0.6257 -2.1480 3.9415
C 0.0344 3.2418 -4.6376
C 0.2210 -3.3541 0.4931
C -6.8688 3.7963 -2.1913
C 0.6009 -2.8851 6.2120
C 3.9251 4.1131 1.7958
C -4.5377 3.2179 -2.3827
C -1.5033 -1.6232 0.4475
C -2.9429 -3.0168 -2.6436
C -1.7114 2.2677 3.4568
C -1.1422 -1.9099 -3.6962
C 0.5905 -3.1235 8.6463
C 2.5593 -1.3403 -2.6122
C 3.4026 -3.5239 -3.0298
C 4.1993 -2.3866 -3.6561
C -4.5038 -3.9592 -1.0222
C 4.7206 -1.9717 1.2351
H 5.2513 -2.6242 -3.4978
H -3.1381 -0.4724 -1.0377
H 0.3182 -4.1678 8.4938
H 3.9787 -2.4376 -4.7224
H -7.1292 4.4130 -1.3311
H -2.8615 1.3842 -3.7454
H 0.4747 -1.1769 3.4701
H -1.6269 -1.9930 -4.6690
H -5.0185 -3.0188 -0.8250
H -6.6099 4.3601 -3.0876
H -3.1198 0.5085 0.4645
H -0.1803 -2.8605 3.7660
H -4.3765 -4.4032 -0.0349
H 1.6095 -2.4991 3.6300
H -5.0587 -4.6491 -1.6580
H 3.1443 -4.3327 -3.7133
H -1.5230 -0.9363 -3.3876
H -4.5089 -0.2038 0.1120
H -2.0107 1.0188 -2.1757
H 0.9545 -2.9232 1.1745
H -0.0817 -1.7599 -3.8987
H 1.5522 -2.9983 9.1438
H -0.1482 -2.7953 9.3775
H 3.8044 -3.9060 -2.0914
H -7.6636 3.0731 -2.3742
H 0.5659 -3.0350 -0.4904
H 0.2455 -4.4421 0.5560
H -1.9385 2.5563 -2.9656
*
```

Output
Gap between HOMO and LUMO, Eh: 0.33048
HOMO level, eV: -9.66
Energy relative to the best compared isomer or geometry (same formula, charge and spin), kcal/mol: 80.35
E, eV: -169062.0887

The molecule C20H24N2O2, computed with ωB97M-V with the def2-TZVPD basis set.

Structure (ORCA input):
```
! wB97M-V def2-TZVPD RIJCOSX def2/J DEFGRID3
* xyz 0 1
O -3.1436 -2.1815 0.3660
O 0.3712 0.0577 2.2165
N -0.8466 1.6265 -0.4969
N -0.6142 -0.1359 -1.8473
C 1.4304 -2.8549 0.2375
C 1.8656 0.0495 -2.1421
C 2.9500 0.8230 -1.7881
C 2.8125 1.9431 -0.9677
C -1.4472 2.6163 0.3577
C -1.6207 1.3165 2.5915
C 0.6226 0.4209 -1.6470
C 1.1051 -0.8545 1.5188
C 2.7745 -2.5658 0.0992
C 0.4933 1.5456 -0.8008
C -1.0236 2.5002 1.8277
C -2.7458 -2.1715 -0.9898
C 1.5867 2.3252 -0.4607
C -2.9228 0.3498 -1.1141
C -1.4509 0.5886 -1.1623
C -1.0387 -0.0335 2.1689
C 2.4648 -0.5718 1.3933
C 0.5921 -2.0139 0.9499
C 3.2898 -1.4230 0.6898
C -3.3042 -0.9786 -1.7680
H -3.2612 0.3442 -0.0735
H 1.9645 -0.8133 -2.7804
H 3.4189 -3.2266 -0.4608
H -4.1028 -2.2676 0.4026
H -0.4489 -2.2733 1.0599
H -1.3268 3.4223 2.3281
H 1.4922 3.1994 0.1664
H 3.6885 2.5263 -0.7240
H -3.0483 -3.1054 -1.4829
H 2.8480 0.3273 1.8502
H -1.1482 3.6057 -0.0106
H 4.3399 -1.1894 0.5948
H -3.4329 1.1700 -1.6306
H -2.5335 2.5384 0.2740
H -1.6566 -2.1154 -0.9870
H -2.8996 -1.0143 -2.7780
H -1.4075 1.4638 3.6519
H 1.0197 -3.7482 -0.2103
H -1.3931 -0.8171 2.8536
H -2.7048 1.2834 2.4657
H -4.3948 -1.0481 -1.8195
H 3.9317 0.5630 -2.1555
H -1.3660 -0.2992 1.1609
H 0.0620 2.4229 1.8838
*
```

Output
Gap between HOMO and LUMO, Eh: 0.32059
HOMO level, eV: -8.08
Energy relative to the best compared isomer or geometry (same formula, charge and spin), kcal/mol: 29.49
E, eV: -28205.4368
SMILES string: OCCCc1nc2ccccc2n1CCCCOc1ccccc1

The ion C4H7N2 with charge +1 at a distorted geometry, computed with ωB97M-V with the def2-TZVPD basis set.

Structure (ORCA input):
```
! wB97M-V def2-TZVPD RIJCOSX def2/J DEFGRID3
* xyz 1 1
N -1.6245 -0.7451 -0.0117
N -0.3044 -0.3422 -0.0607
C -1.6978 0.7246 -0.0760
C 0.9044 -0.6661 -0.7325
C 0.8370 -0.3785 0.7476
C 1.5657 0.5712 -0.1207
H 1.1331 1.4780 -0.2969
H 2.6883 0.5984 -0.1199
H 1.2294 -1.4557 -1.3748
H 0.9297 -0.9531 1.5521
H -1.8654 1.1729 0.8154
H -1.7856 1.3084 -1.0484
H -2.0099 -1.3128 0.7264
*
```

Output
Gap between HOMO and LUMO, Eh: 0.38368
HOMO level, eV: -14.64
Energy relative to the best compared isomer or geometry (same formula, charge and spin), kcal/mol: 174.08
E, eV: -7228.1895
SMILES string: C1[C@@H]2[C@H]1[N@+]21CN1

A structure of composition C23H24N2O2RuS3SiTe, computed with ωB97M-V with the def2-TZVPD basis set.

Structure (ORCA input):
```
! wB97M-V def2-TZVPD RIJCOSX def2/J DEFGRID3
* xyz 2 5
Te -3.0421 0.6777 1.7022
Ru -0.9330 -0.7833 0.8720
S 1.5452 -3.1833 1.5364
S 0.7370 0.6913 1.6696
S -2.1909 -2.5338 0.0288
Si 3.7454 2.1511 0.6265
O 1.8221 -3.3567 2.9156
O 2.3490 -2.3318 0.7149
N 0.3734 -0.0368 -0.7401
N -0.0572 -2.5952 1.3440
C -4.8207 1.8648 -0.2707
C 1.9406 -5.8126 0.5716
C -3.9301 2.8902 0.0288
C 1.1434 -4.7059 0.7263
C 0.6028 -0.2071 -2.0295
C 5.1092 2.6477 -0.5291
C -6.1577 3.4015 -1.5506
C 2.4392 1.2319 -0.4703
C 0.0904 -6.8622 -0.6090
C 2.8749 3.6271 1.3600
C 1.7441 0.3352 -2.6226
C -4.5821 0.4646 0.2401
C 1.2583 0.6649 0.0120
C 2.6444 1.0360 -1.8456
C -4.1564 4.1716 -0.4670
C -0.7056 -5.7361 -0.4417
C -5.9391 2.1276 -1.0579
C -0.1629 -4.6570 0.2386
C -2.7212 2.6298 0.8952
C -0.7651 -3.3821 0.5785
C 4.3267 0.9382 1.9106
C -5.2638 4.4245 -1.2566
C 1.3879 -6.8988 -0.1110
H -1.7214 -5.7074 -0.8138
H 3.5529 0.6740 2.6328
H -4.2382 -0.2196 -0.5347
H -6.6412 1.3336 -1.2803
H 5.5959 1.7861 -0.9907
H 2.9500 -5.8492 0.9583
H -1.7810 2.6518 0.3461
H 1.9855 -7.7895 -0.2512
H 3.5906 4.2250 1.9290
H 2.0787 3.3427 2.0502
H 1.9106 0.1925 -3.6813
H 5.8759 3.1798 0.0382
H 2.4527 4.2727 0.5879
H -5.4381 5.4231 -1.6331
H -2.6538 3.3130 1.7401
H 4.7674 3.3231 -1.3159
H -0.3053 -7.7254 -1.1256
H 5.1519 1.3877 2.4683
H -3.4701 4.9737 -0.2254
H -0.1220 -0.7770 -2.5964
H -7.0306 3.6002 -2.1568
H -5.4513 0.0372 0.7355
H 4.6994 0.0178 1.4575
H 3.5352 1.4411 -2.3086
*
```

Output
Gap between HOMO and LUMO (alpha / beta), Eh: 0.25761 / 0.18339
HOMO level (alpha / beta), eV: -14.22 / -14.22
Energy relative to the best compared isomer or geometry (same formula, charge and spin), kcal/mol: 0.00
E, eV: -81558.6605
⟨S²⟩: 6.035